# 1
Below is a structure of composition C3H3AlO4, with properties calculated with the ωB97M-V functional and the def2-TZVPD basis.

Values from the calculation:
<S²>   0.93
HOMO-LUMO gap (spin up / spin down)   4.93 / 6.71 eV

```
! RIJCOSX wB97M-V def2-TZVPD def2/J DEFGRID3
* xyz 3 2
C 1.211 -1.101 0.315
C 0.514 -0.616 -0.829
H 0.917 -0.743 -1.835
Al 2.906 1.065 0.300
O 2.159 -0.275 -0.038
O -0.714 -0.104 -0.886
C -1.483 0.282 0.179
O -1.696 -0.373 1.155
O -1.966 1.455 -0.141
H 0.841 -1.286 1.324
H -2.689 1.697 0.455
*
```

Here is what natural (NBO) gives for the atomic charges, in e:
1. C 0.545
2. C 0.392
3. H 0.336
4. Al 1.903
5. O -0.866
6. O -0.269
7. C 0.932
8. O -0.341
9. O -0.550
10. H 0.344
11. H 0.574

=====

# 2
Below is an isolated molecule of C17H19N7O2S2, with properties calculated with the ωB97M-V functional and the def2-TZVPD basis.

Values from the calculation:
Structure (SMILES)   CCOc1ccc(/N=C(\N)Nc2nc(CSc3nnc(C)s3)cc(=O)[nH]2)cc1
HOMO-LUMO gap   8.69 eV

```
! RIJCOSX wB97M-V def2-TZVPD def2/J DEFGRID3
* xyz 0 1
C -3.784 1.462 7.486
C -4.216 0.443 6.471
O -3.145 -0.451 6.103
C -2.522 -0.441 4.847
C -1.908 -1.630 4.430
C -1.259 -1.732 3.163
C -1.275 -0.605 2.295
N -0.506 -0.525 1.158
C 0.614 0.112 1.170
N 1.107 0.585 2.329
N 1.384 0.323 0.098
C 0.914 0.268 -1.171
N 1.450 1.193 -1.915
C 1.056 1.289 -3.259
C 1.853 2.236 -4.116
S 1.835 1.859 -5.949
C 2.727 0.346 -6.117
N 3.269 -0.298 -5.083
N 3.980 -1.437 -5.460
C 3.972 -1.615 -6.752
C 4.682 -2.779 -7.429
S 3.095 -0.367 -7.647
C -0.072 0.576 -3.706
C -0.702 -0.278 -2.724
O -1.701 -0.944 -2.978
N -0.118 -0.523 -1.549
C -1.955 0.548 2.704
C -2.632 0.617 3.919
H -4.595 2.134 7.802
H -3.018 2.102 7.066
H -3.392 0.977 8.351
H -4.633 1.046 5.641
H -5.060 -0.094 6.856
H -1.881 -2.475 5.118
H -0.758 -2.645 2.841
H 2.111 0.654 2.383
H 0.555 0.250 3.136
H 2.074 1.042 0.205
H 2.896 2.181 -3.797
H 1.499 3.216 -3.918
H 4.640 -3.564 -6.674
H 5.703 -2.579 -7.711
H 4.046 -3.065 -8.286
H -0.515 0.631 -4.675
H -0.653 -0.947 -0.810
H -1.986 1.370 2.031
H -3.176 1.532 4.120
*
```

Here is what natural (NBO) gives for the atomic charges, in e:
1. C -0.625
2. C -0.059
3. O -0.518
4. C 0.294
5. C -0.250
6. C -0.227
7. C 0.079
8. N -0.605
9. C 0.612
10. N -0.823
11. N -0.585
12. C 0.628
13. N -0.566
14. C 0.248
15. C -0.535
16. S 0.278
17. C -0.170
18. N -0.303
19. N -0.253
20. C 0.056
21. C -0.653
22. S 0.379
23. C -0.363
24. C 0.604
25. O -0.627
26. N -0.581
27. C -0.174
28. C -0.296
29. H 0.214
30. H 0.206
31. H 0.211
32. H 0.171
33. H 0.185
34. H 0.229
35. H 0.227
36. H 0.392
37. H 0.423
38. H 0.424
39. H 0.256
40. H 0.251
41. H 0.247
42. H 0.236
43. H 0.225
44. H 0.245
45. H 0.470
46. H 0.208
47. H 0.218

=====

# 3
Below is a cluster of 2 separate species, C15H18O in total, with properties calculated with the ωB97M-V functional and the def2-TZVPD basis.

Values from the calculation:
Structure (SMILES)   CCc1ccc(O)cc1.Cc1ccccc1
HOMO-LUMO gap   9.07 eV

```
! RIJCOSX wB97M-V def2-TZVPD def2/J DEFGRID3
* xyz 0 1
C 2.617 2.076 -1.035
C 2.704 1.255 0.238
C 1.380 1.242 1.010
C 1.036 0.094 1.709
C -0.132 0.043 2.441
C -0.913 1.185 2.579
O -2.050 1.192 3.338
C -0.622 2.304 1.819
C 0.535 2.358 1.066
H 3.513 2.021 -1.660
H 2.509 3.122 -0.764
H 1.796 1.846 -1.716
H 2.923 0.206 0.038
H 3.427 1.642 0.903
H 1.582 -0.823 1.518
H -0.477 -0.738 3.102
H -2.418 0.314 3.405
H -1.423 3.009 1.627
H 0.960 3.257 0.646
C -1.125 -1.176 -3.481
C -1.108 -1.512 -2.021
C -0.037 -2.223 -1.477
C -0.129 -2.691 -0.172
C -1.214 -2.359 0.616
C -2.142 -1.421 0.166
C -2.108 -1.053 -1.166
H -1.553 -1.928 -4.153
H -0.088 -0.980 -3.767
H -1.716 -0.342 -3.789
H 0.899 -2.215 -2.027
H 0.590 -3.433 0.161
H -1.355 -2.699 1.620
H -2.928 -1.079 0.826
H -2.931 -0.494 -1.600
*
```

Here is what natural (NBO) gives for the atomic charges, in e:
1. C -0.606
2. C -0.414
3. C -0.028
4. C -0.191
5. C -0.267
6. C 0.285
7. O -0.678
8. C -0.262
9. C -0.198
10. H 0.210
11. H 0.199
12. H 0.212
13. H 0.202
14. H 0.211
15. H 0.211
16. H 0.204
17. H 0.476
18. H 0.221
19. H 0.211
20. C -0.633
21. C -0.016
22. C -0.215
23. C -0.206
24. C -0.226
25. C -0.198
26. C -0.204
27. H 0.222
28. H 0.214
29. H 0.217
30. H 0.211
31. H 0.213
32. H 0.208
33. H 0.207
34. H 0.208

=====

# 4
Below is a cluster of 2 separate species, C2H3BrN4 in total, with properties calculated with the ωB97M-V functional and the def2-TZVPD basis.

Values from the calculation:
Structure (SMILES)   N=C=NBr.N=C=N
HOMO-LUMO gap   9.43 eV

```
! RIJCOSX wB97M-V def2-TZVPD def2/J DEFGRID3
* xyz 0 1
N -2.340 1.429 -0.676
C -1.610 0.474 -0.713
N -1.284 -0.663 -0.953
Br 0.080 -1.461 -1.859
H -2.376 2.387 -0.234
N 2.301 0.389 0.456
C 1.528 -0.389 0.950
N 0.857 -0.984 1.701
H 2.049 0.790 -0.458
H 0.796 -1.972 1.786
*
```

Here is what natural (NBO) gives for the atomic charges, in e:
1. N -0.703
2. C 0.633
3. N -0.632
4. Br 0.274
5. H 0.433
6. N -0.736
7. C 0.640
8. N -0.703
9. H 0.390
10. H 0.404

=====

Record-wise electronic energy values, in eV: -17902.847 -54132.653 -17893.736 -78122.474
Record-wise relative energy (zero: lowest compared OMol25 entry of this formula, charge and spin) values, in eV: 0.8022 2.0103 0.9365 1.4394